A | {
  "formula": "C8H14N2O",
  "method": "the ωB97M-V functional and the def2-TZVPD basis",
  "elements": ["C", "C", "C", "C", "C", "C", "C", "C", "N", "N", "O", "H", "H", "H", "H", "H", "H", "H", "H", "H", "H", "H", "H", "H", "H"],
  "coordinates": [[-0.029, 2.476, 1.569], [0.833, 0.362, 1.635], [-0.951, 2.247, 0.616], [-0.796, -1.018, -1.224], [-0.666, -2.327, 0.895], [1.438, -1.788, -0.282], [-0.323, 2.642, -1.646], [0.065, -1.277, 0.113], [0.791, 1.558, 2.195], [0.070, 0.039, 0.657], [-1.315, 2.431, -0.586], [-0.112, 3.428, 2.104], [1.571, -0.289, 2.057], [-1.267, 0.017, -1.204], [-0.284, -1.132, -2.213], [-1.469, -1.969, -1.285], [-0.108, -2.480, 1.804], [-1.709, -1.944, 1.062], [-0.713, -3.290, 0.318], [2.012, -0.959, -0.595], [1.939, -2.427, 0.496], [1.377, -2.527, -1.075], [-0.795, 2.926, -2.550], [0.288, 1.721, -1.658], [0.153, 3.578, -1.204]],
  "mulliken_charge": [-0.298, 0.033, 0.584, -1.256, -1.788, -1.888, -0.502, 1.734, -0.662, -0.525, -0.324, 0.319, 0.410, 0.175, 0.258, 0.385, 0.454, 0.406, 0.399, 0.486, 0.381, 0.452, 0.221, 0.216, 0.330],
  "gap_ev": 8.52,
  "lumo_ev": 0.56,
  "homo_energy_ha": -0.2926,
  "charge": 0
}

=====

B | {
  "formula": "C8H14N2O",
  "method": "the ωB97M-V functional and the def2-TZVPD basis",
  "elements": ["C", "C", "C", "C", "C", "C", "C", "C", "N", "N", "O", "H", "H", "H", "H", "H", "H", "H", "H", "H", "H", "H", "H", "H", "H"],
  "coordinates": [[-0.394, 1.563, 0.140], [0.377, 0.555, 0.016], [-1.659, -0.751, 0.306], [2.770, 0.827, 0.114], [1.695, -1.183, -1.344], [1.530, -1.171, 1.118], [-3.864, 0.226, -0.132], [1.595, -0.254, -0.057], [-1.869, 1.536, -0.015], [-2.375, 0.278, 0.029], [-1.748, -1.935, 0.326], [-0.122, 2.608, 0.464], [2.926, 1.497, -0.810], [2.778, 1.473, 0.994], [3.670, 0.179, 0.066], [1.657, -0.591, -2.336], [0.931, -1.848, -1.386], [2.697, -1.757, -1.435], [0.634, -1.625, 0.932], [1.452, -0.607, 2.069], [2.251, -1.892, 1.194], [-4.562, 0.947, 0.369], [-3.966, 0.478, -1.183], [-4.040, -0.778, -0.026], [-2.364, 2.224, 0.586]],
  "mulliken_charge": [-0.125, -0.876, 0.438, -1.554, -1.472, -1.600, -0.983, 2.042, -0.561, 0.243, -0.527, 0.271, 0.324, 0.351, 0.411, 0.317, 0.445, 0.313, 0.409, 0.326, 0.477, 0.259, 0.372, 0.403, 0.297],
  "gap_ev": [8.03, 8.03],
  "lumo_ev": [0.74, 0.74],
  "homo_energy_ha": [-0.2677, -0.2677],
  "charge": 0
}

=====

Energy ordering: A at the bottom, the next structure 18.0 kcal/mol above.

=====

A | {
  "formula": "C2H3NP2",
  "method": "the ωB97M-V functional and the def2-TZVPD basis",
  "elements": ["C", "C", "N", "P", "P", "H", "H", "H"],
  "coordinates": [[0.373, 1.019, 0.390], [0.003, 0.639, 1.603], [0.482, 1.192, -0.795], [-0.361, 0.218, -1.932], [0.051, -1.607, -1.216], [0.688, -0.040, 2.194], [-0.848, 0.975, 2.048], [-0.387, -2.395, -2.291]],
  "mulliken_charge": [0.544, -0.802, -0.384, 0.119, -0.061, 0.233, 0.304, 0.048],
  "gap_ev": 8.26,
  "lumo_ev": -0.88,
  "homo_energy_ha": -0.3357,
  "charge": 0
}

=====

B | {
  "formula": "C2H3NP2",
  "method": "the ωB97M-V functional and the def2-TZVPD basis",
  "elements": ["C", "C", "N", "P", "P", "H", "H", "H"],
  "coordinates": [[0.917, 0.310, -0.324], [0.520, -1.003, -0.339], [0.106, 1.299, -0.080], [-1.189, -1.257, 0.116], [-1.493, 0.835, 0.049], [1.934, 0.497, -0.229], [1.217, -1.778, -0.668], [-2.011, 1.097, 1.475]],
  "mulliken_charge": [-0.047, -0.295, -0.483, -0.039, 0.020, 0.391, 0.330, 0.122],
  "gap_ev": 8.19,
  "lumo_ev": -1.04,
  "homo_energy_ha": -0.3395,
  "charge": 0,
  "smiles": "C1=N[PH]#P=C1"
}

=====

C | {
  "formula": "C2H3NP2",
  "method": "the ωB97M-V functional and the def2-TZVPD basis",
  "elements": ["C", "C", "N", "P", "P", "H", "H", "H"],
  "coordinates": [[-0.920, -0.881, 0.145], [0.765, 0.914, -0.348], [-0.307, -1.294, -0.885], [0.866, -0.280, -1.550], [-0.577, 0.799, 0.802], [-1.654, -1.526, 0.613], [1.744, 2.011, -0.689], [0.083, 0.257, 1.912]],
  "mulliken_charge": [-0.050, -0.139, -0.485, 0.036, -0.075, 0.406, 0.243, 0.066],
  "gap_ev": 8.85,
  "lumo_ev": -0.40,
  "homo_energy_ha": -0.3396,
  "charge": 0
}

=====

D | {
  "formula": "C2H3NP2",
  "method": "the ωB97M-V functional and the def2-TZVPD basis",
  "elements": ["C", "C", "N", "P", "P", "H", "H", "H"],
  "coordinates": [[-1.754, 0.799, 0.198], [-0.292, -1.101, 0.018], [-1.200, -0.247, 0.062], [1.502, -0.988, 0.074], [1.733, 1.011, -0.010], [-2.401, 1.622, 0.213], [-0.774, -2.000, -0.190], [3.187, 0.903, -0.365]],
  "mulliken_charge": [-0.137, -0.240, -0.205, -0.003, -0.195, 0.385, 0.363, 0.031],
  "gap_ev": 7.12,
  "lumo_ev": -0.46,
  "homo_energy_ha": -0.2789,
  "charge": 0
}

=====

Energy ordering: B at the bottom, the next structure 19.8 kcal/mol above.

=====

A | {
  "formula": "C15H23CoSe3SiTe",
  "method": "the ωB97M-V functional and the def2-TZVPD basis",
  "elements": ["Co", "C", "C", "C", "C", "C", "C", "C", "C", "C", "C", "H", "H", "H", "H", "H", "H", "H", "H", "H", "H", "H", "H", "H", "H", "Se", "Se", "Te", "Se", "C", "Si", "C", "C", "C", "C", "H", "H", "H", "H", "H", "H", "H", "H", "H"],
  "coordinates": [[-1.075, 0.375, -1.043], [-4.631, 0.132, 1.680], [-3.554, -0.702, 2.373], [-3.845, -0.837, 3.872], [-2.162, -0.154, 2.141], [-1.803, 1.118, 2.564], [-0.530, 1.626, 2.328], [0.435, 0.875, 1.674], [1.802, 1.427, 1.375], [0.088, -0.416, 1.266], [-1.190, -0.914, 1.489], [-5.615, -0.315, 1.842], [-4.448, 0.187, 0.603], [-4.653, 1.151, 2.073], [-3.575, -1.702, 1.930], [-3.840, 0.143, 4.356], [-3.098, -1.458, 4.370], [-4.829, -1.284, 4.033], [-2.538, 1.746, 3.057], [-0.296, 2.640, 2.631], [2.536, 1.097, 2.116], [1.789, 2.517, 1.372], [2.134, 1.088, 0.392], [0.818, -1.025, 0.746], [-1.443, -1.910, 1.144], [-0.995, 2.658, -1.566], [-3.288, 2.529, -1.076], [-4.045, 0.732, -2.692], [-2.830, -1.212, -1.665], [3.890, 0.604, -4.137], [3.386, -0.616, -2.802], [3.438, -2.348, -3.523], [4.640, -0.517, -1.404], [1.737, -0.233, -2.177], [0.618, 0.022, -1.761], [4.888, 0.385, -4.526], [3.890, 1.623, -3.742], [3.181, 0.572, -4.967], [4.434, -2.594, -3.904], [2.723, -2.440, -4.344], [3.167, -3.088, -2.765], [5.649, -0.751, -1.758], [4.386, -1.221, -0.607], [4.655, 0.486, -0.969]],
  "mulliken_spin": [1.193, 0.001, -0.004, 0.000, -0.008, -0.001, 0.014, -0.008, -0.003, 0.001, 0.018, 0.000, -0.001, 0.000, -0.001, 0.000, 0.000, 0.000, -0.001, 0.002, 0.000, 0.000, 0.000, -0.001, 0.005, -0.105, -0.014, -0.014, 0.020, -0.001, -0.001, 0.000, 0.000, -0.012, -0.080, 0.000, 0.000, 0.000, 0.000, 0.000, 0.000, 0.000, 0.000, 0.000],
  "s2": 1.05,
  "gap_ev": [6.50, 6.68],
  "lumo_ev": [2.46, 2.56],
  "homo_energy_ha": [-0.1487, -0.1514],
  "spin_multiplicity": 2,
  "charge": -1
}

=====

B | {
  "formula": "C15H23CoSe3SiTe",
  "method": "the ωB97M-V functional and the def2-TZVPD basis",
  "elements": ["Co", "C", "C", "C", "C", "C", "C", "C", "C", "C", "C", "H", "H", "H", "H", "H", "H", "H", "H", "H", "H", "H", "H", "H", "H", "Se", "Se", "Te", "Se", "C", "Si", "C", "C", "C", "C", "H", "H", "H", "H", "H", "H", "H", "H", "H"],
  "coordinates": [[0.350, 1.277, -0.670], [3.224, 1.413, 4.274], [2.705, 2.089, 3.003], [3.785, 2.128, 1.923], [1.440, 1.426, 2.504], [0.279, 2.163, 2.322], [-0.897, 1.560, 1.878], [-0.953, 0.196, 1.615], [-2.242, -0.465, 1.213], [0.231, -0.537, 1.760], [1.398, 0.065, 2.196], [4.080, 1.960, 4.676], [3.553, 0.393, 4.065], [2.451, 1.365, 5.043], [2.442, 3.121, 3.255], [4.050, 1.119, 1.599], [4.686, 2.615, 2.304], [3.441, 2.659, 1.035], [0.288, 3.230, 2.507], [-1.787, 2.166, 1.752], [-2.325, -0.509, 0.126], [-3.096, 0.087, 1.607], [-2.285, -1.487, 1.591], [0.226, -1.593, 1.518], [2.298, -0.533, 2.284], [2.578, 0.965, -1.507], [2.962, 3.220, -2.085], [0.738, 3.779, -3.109], [-0.638, 3.466, -1.038], [-2.252, -3.795, -1.931], [-2.053, -2.293, -3.050], [-1.158, -2.821, -4.616], [-3.764, -1.665, -3.510], [-1.122, -0.998, -2.192], [-0.513, -0.099, -1.631], [-2.834, -4.580, -2.420], [-2.760, -3.522, -1.004], [-1.276, -4.208, -1.667], [-1.710, -3.598, -5.151], [-0.165, -3.206, -4.377], [-1.029, -1.968, -5.284], [-4.351, -2.435, -4.018], [-3.684, -0.800, -4.172], [-4.311, -1.348, -2.619]],
  "mulliken_spin": [1.112, 0.000, 0.000, 0.000, -0.023, -0.013, 0.027, 0.026, -0.011, -0.036, 0.042, 0.000, 0.000, 0.000, 0.000, -0.001, 0.000, 0.000, 0.000, 0.004, 0.007, 0.000, 0.000, -0.005, 0.003, -0.048, -0.011, -0.009, -0.001, 0.000, -0.004, -0.001, 0.001, -0.053, -0.005, 0.000, 0.000, 0.000, 0.000, 0.000, 0.000, 0.000, 0.000, 0.000],
  "s2": 1.24,
  "gap_ev": [6.52, 6.66],
  "lumo_ev": [2.52, 2.71],
  "homo_energy_ha": [-0.1469, -0.1454],
  "spin_multiplicity": 2,
  "charge": -1
}

=====

Energy ordering: A at the bottom, the next structure 6.7 kcal/mol above.

=====

A | {
  "formula": "C22H29NO2",
  "method": "the ωB97M-V functional and the def2-TZVPD basis",
  "elements": ["C", "C", "C", "C", "C", "C", "C", "H", "H", "C", "C", "C", "C", "C", "C", "H", "H", "C", "C", "H", "H", "C", "H", "H", "C", "O", "N", "C", "H", "C", "O", "C", "H", "C", "H", "H", "H", "H", "H", "H", "C", "H", "H", "H", "H", "H", "H", "H", "H", "H", "H", "H", "H", "H"],
  "coordinates": [[-2.617, 3.502, -4.453], [-1.682, 2.799, -3.517], [-0.985, 3.485, -2.536], [-0.130, 2.825, -1.668], [0.059, 1.451, -1.748], [-0.646, 0.767, -2.737], [-1.497, 1.424, -3.601], [-2.028, 0.862, -4.357], [-0.532, -0.302, -2.842], [0.986, 0.682, -0.820], [1.668, 1.583, 0.217], [2.591, 0.766, 1.123], [3.662, 0.079, 0.282], [2.973, -0.839, -0.723], [2.132, -1.872, 0.020], [1.650, -2.545, -0.691], [2.769, -2.484, 0.660], [1.055, -1.188, 0.881], [1.779, -0.281, 1.885], [1.084, 0.224, 2.556], [2.443, -0.891, 2.502], [0.162, -0.376, -0.064], [-0.637, 0.143, 0.464], [-0.308, -1.063, -0.770], [0.287, -2.313, 1.595], [0.641, -3.471, 1.452], [-0.762, -2.045, 2.419], [-1.451, -3.190, 3.005], [-1.063, -3.384, 4.012], [-2.965, -2.925, 3.054], [-3.359, -2.089, 1.993], [-2.830, -0.789, 2.124], [-2.807, -0.380, 1.110], [-1.421, -0.808, 2.752], [-1.503, -0.760, 3.846], [-0.861, 0.061, 2.423], [-3.497, -0.167, 2.742], [-3.517, -3.857, 2.926], [-3.254, -2.476, 4.016], [-1.226, -4.053, 2.375], [2.079, -0.012, -1.644], [1.629, -0.663, -2.394], [2.671, 0.741, -2.169], [3.728, -1.357, -1.324], [4.328, -0.500, 0.925], [4.264, 0.826, -0.241], [3.068, 1.440, 1.845], [2.259, 2.347, -0.291], [0.914, 2.083, 0.830], [0.388, 3.411, -0.926], [-1.105, 4.555, -2.444], [-2.417, 3.212, -5.483], [-2.517, 4.581, -4.366], [-3.649, 3.233, -4.226]],
  "mulliken_charge": [-1.438, 1.202, -1.232, -0.504, -1.479, -0.093, -1.318, 0.365, 0.352, 3.884, -1.993, 0.332, -1.655, 0.603, -1.646, 0.400, 0.499, 2.491, -1.128, 0.295, 0.523, -1.544, 0.340, 0.473, -1.202, -0.733, 0.249, -0.822, 0.325, -0.471, -0.426, -0.484, 0.309, -0.640, 0.400, 0.291, 0.342, 0.379, 0.288, 0.443, -1.458, 0.497, 0.447, 0.266, 0.547, 0.511, 0.277, 0.667, 0.521, 0.433, 0.306, 0.355, 0.359, 0.291],
  "gap_ev": 9.40,
  "lumo_ev": 0.65,
  "homo_energy_ha": -0.3214,
  "charge": 0,
  "smiles": "Cc1ccc([C@@]23C[C@@H]4C[C@@H](C[C@@](C(=O)N5CCOCC5)(C4)C2)C3)cc1"
}

=====

B | {
  "formula": "C22H29NO2",
  "method": "the ωB97M-V functional and the def2-TZVPD basis",
  "elements": ["C", "C", "C", "O", "O", "C", "C", "C", "C", "C", "C", "C", "H", "H", "H", "H", "H", "C", "C", "C", "C", "C", "C", "C", "H", "H", "H", "H", "H", "H", "H", "C", "H", "C", "H", "H", "H", "C", "N", "C", "H", "H", "H", "C", "H", "H", "H", "H", "H", "H", "H", "H", "H", "H"],
  "coordinates": [[2.444, 4.226, 1.330], [2.155, 2.737, 1.457], [1.205, 2.253, 0.378], [0.950, 2.851, -0.633], [0.714, 1.062, 0.718], [-0.172, 0.358, -0.183], [-1.377, 1.219, -0.517], [-2.079, 1.060, -1.706], [-3.190, 1.836, -1.981], [-3.621, 2.790, -1.075], [-2.932, 2.955, 0.113], [-1.824, 2.174, 0.390], [-1.297, 2.323, 1.320], [-3.254, 3.696, 0.829], [-4.485, 3.400, -1.294], [-3.719, 1.698, -2.912], [-1.765, 0.330, -2.435], [0.633, -0.007, -1.459], [2.000, -0.547, -1.146], [3.101, 0.303, -1.122], [4.357, -0.176, -0.798], [4.537, -1.515, -0.499], [3.454, -2.376, -0.550], [2.198, -1.895, -0.876], [1.367, -2.583, -0.935], [3.589, -3.427, -0.338], [5.516, -1.889, -0.241], [5.202, 0.500, -0.783], [2.974, 1.346, -1.372], [0.730, 0.903, -2.054], [0.075, -0.743, -2.034], [-0.591, -0.900, 0.627], [0.335, -1.450, 0.817], [-1.200, -0.531, 1.979], [-1.421, -1.443, 2.525], [-2.129, 0.019, 1.845], [-0.507, 0.072, 2.558], [-1.586, -1.787, -0.134], [-2.002, -2.935, 0.655], [-3.245, -3.491, 0.165], [-3.551, -4.307, 0.819], [-4.017, -2.723, 0.187], [-3.165, -3.879, -0.863], [-0.978, -3.956, 0.730], [-1.331, -4.764, 1.369], [-0.076, -3.542, 1.171], [-0.730, -4.378, -0.258], [-1.160, -2.114, -1.099], [-2.476, -1.191, -0.346], [1.730, 2.494, 2.430], [3.076, 2.158, 1.349], [2.814, 4.450, 0.332], [3.189, 4.532, 2.061], [1.537, 4.803, 1.489]],
  "mulliken_charge": [-1.314, -0.282, 0.574, -0.590, -0.533, 2.128, 0.003, -0.313, -1.052, -0.546, -1.207, -0.146, 0.448, 0.404, 0.425, 0.437, 0.398, -1.237, -0.513, -0.347, -0.807, -0.517, -0.805, -0.068, 0.436, 0.413, 0.395, 0.410, 0.583, 0.743, 0.804, 0.473, 0.548, -1.998, 0.553, 0.341, 0.360, -1.354, 0.074, -1.021, 0.340, 0.312, 0.353, -1.000, 0.413, 0.264, 0.320, 0.285, 0.728, 0.368, 0.262, 0.304, 0.424, 0.324],
  "gap_ev": 9.41,
  "lumo_ev": 0.79,
  "homo_energy_ha": -0.3168,
  "charge": 0,
  "smiles": "CCC(=O)O[C@](Cc1ccccc1)(c1ccccc1)[C@@H](C)CN(C)C"
}

=====

Energy ordering: A at the bottom, the next structure 15.5 kcal/mol above.

=====

A | {
  "formula": "C3H6Br2O2",
  "method": "the ωB97M-V functional and the def2-TZVPD basis",
  "elements": ["C", "C", "C", "O", "O", "Br", "Br", "H", "H", "H", "H", "H", "H"],
  "coordinates": [[0.066, -0.197, -1.505], [0.556, -0.390, 1.222], [-0.208, 0.221, 0.025], [0.000, 1.582, 0.103], [-1.589, -0.074, 0.347], [2.529, -0.421, 0.674], [0.185, 0.531, 2.871], [-0.699, 0.239, -2.139], [0.183, -1.242, -1.804], [1.068, 0.271, -1.830], [0.212, -1.382, 1.205], [-0.571, 1.899, 0.850], [-1.732, -1.038, -0.019]],
  "mulliken_charge": [-1.355, 0.039, 0.214, -0.488, -0.513, -0.156, -0.085, 0.404, 0.387, 0.320, 0.443, 0.449, 0.342],
  "gap_ev": 10.57,
  "lumo_ev": 0.27,
  "homo_energy_ha": -0.3784,
  "charge": 0,
  "smiles": "CC(O)(O)C(Br)Br"
}

=====

B | {
  "formula": "C3H6Br2O2",
  "method": "the ωB97M-V functional and the def2-TZVPD basis",
  "elements": ["C", "C", "C", "O", "O", "Br", "Br", "H", "H", "H", "H", "H", "H"],
  "coordinates": [[-2.095, -1.777, 0.402], [0.775, 1.309, -0.278], [1.182, 0.255, -1.212], [2.363, 1.476, -0.799], [0.778, 1.373, 1.055], [-2.285, 0.154, 0.294], [1.724, -1.203, 0.036], [-3.088, -2.082, 0.899], [-1.963, -2.312, -0.548], [-1.222, -1.984, 1.052], [0.056, 2.019, -0.692], [2.377, 2.095, -1.536], [1.399, 0.677, 1.325]],
  "mulliken_charge": [-0.621, -0.149, -0.010, -0.373, -0.352, -0.100, -0.244, 0.267, 0.281, 0.209, 0.440, 0.343, 0.308],
  "gap_ev": 9.63,
  "lumo_ev": 0.44,
  "homo_energy_ha": -0.3377,
  "charge": 0
}

=====

Energy ordering: A at the bottom, the next structure 77.2 kcal/mol above.